This record from OMol25 describes the molecule C18H17F3N2O4S at a distorted geometry. The level of theory is wB97M-V/def2-TZVPD.

Properties
* HOMO energy: -9.231 eV
* orbital gap: 9.6 eV
* SMILES: O=C(c1cccc(S(=O)(=O)Nc2cccc(C(F)(F)F)c2)c1)N1CCOCC1
* strongest force on any atom: 0.0243 hartree/bohr
* energy above the lowest of the compared OMol25 structures with the same formula, charge and spin: 3.8 kcal/mol

```
! RIJCOSX wB97M-V def2-TZVPD def2/J DEFGRID3
* xyz 0 1
O -3.3019 -2.8989 0.4651
C -3.1187 -1.7740 0.0401
C -1.7593 -1.3430 -0.4298
C -1.1304 -2.0458 -1.4526
C 0.1456 -1.6983 -1.8622
C 0.8156 -0.6483 -1.2507
C 0.1962 0.0236 -0.2166
S 0.9413 1.3979 0.6555
O 1.4574 0.9550 1.9116
O 0.0057 2.4830 0.6328
N 2.1978 1.8963 -0.3540
C 3.5097 1.4609 -0.2838
C 4.5426 2.2409 -0.8061
C 5.8457 1.7842 -0.7859
C 6.1500 0.5452 -0.2470
C 5.1211 -0.2268 0.2732
C 5.4178 -1.5699 0.8791
F 5.5470 -1.5132 2.2157
F 4.4510 -2.4693 0.6306
F 6.5581 -2.1087 0.4174
C 3.8069 0.2159 0.2638
C -1.0743 -0.3138 0.2056
N -4.1053 -0.8554 -0.0383
C -4.0260 0.4791 -0.5876
C -4.4276 1.4907 0.4956
O -5.7098 1.2050 1.0010
C -5.7672 -0.0927 1.5516
C -5.4176 -1.1524 0.5029
H -1.6517 -2.8662 -1.9217
H 0.6232 -2.2457 -2.6601
H 1.8041 -0.3628 -1.5727
H 2.0529 2.8300 -0.7042
H 4.3127 3.2080 -1.2285
H 6.6336 2.3992 -1.1919
H 7.1649 0.1820 -0.2323
H 3.0257 -0.3869 0.6964
H -1.5074 0.2348 1.0273
H -3.0243 0.6933 -0.9564
H -4.7396 0.5527 -1.4186
H -4.4778 2.4978 0.0800
H -3.6857 1.4732 1.3082
H -6.7885 -0.2264 1.9101
H -5.0694 -0.1733 2.3986
H -5.3876 -2.1487 0.9447
H -6.1565 -1.1280 -0.3058
*
```

***

This record from OMol25 describes the molecule C18H17F4N3O3 at a distorted geometry. The level of theory is wB97M-V/def2-TZVPD.

Properties
* HOMO energy: -8.846 eV
* orbital gap: 8.9 eV
* SMILES: NCc1cc(Oc2cccc(C(=O)N3C[C@@H](O)[C@H](F)C3)c2)nc(C(F)(F)F)c1
* strongest force on any atom: 0.0692 hartree/bohr
* energy above the lowest of the compared OMol25 structures with the same formula, charge and spin: 50.8 kcal/mol

```
! RIJCOSX wB97M-V def2-TZVPD def2/J DEFGRID3
* xyz 0 1
N 4.4542 4.7052 3.6563
C 3.1606 3.9337 3.5513
C 3.2899 2.7777 2.6564
C 2.6713 2.7971 1.3875
C 2.5044 1.6545 0.6942
O 1.5978 1.7613 -0.2939
C 0.5699 0.8654 -0.2410
C 0.1959 0.2157 0.9554
C -0.8889 -0.7146 1.0239
C -1.6167 -0.8999 -0.1132
C -1.2952 -0.2545 -1.3465
C -2.2449 -0.3815 -2.4297
O -2.5183 0.6333 -3.0256
N -3.1584 -1.3771 -2.5213
C -2.9103 -2.8216 -2.3127
C -3.8779 -3.5696 -3.3128
O -4.3029 -4.7903 -2.7845
C -4.9548 -2.5405 -3.5366
F -5.4887 -2.6439 -4.7801
C -4.3606 -1.1544 -3.2892
C -0.1841 0.6123 -1.3938
N 3.0641 0.4802 1.0225
C 3.8302 0.4457 2.1713
C 4.5824 -0.8003 2.6133
F 3.7971 -1.4325 3.5553
F 4.6505 -1.7609 1.6460
F 5.7678 -0.5030 3.3001
C 3.9467 1.6015 2.9760
H 4.6221 5.1155 4.5556
H 4.5035 5.3733 2.8754
H 2.8438 3.4622 4.4713
H 2.3529 4.5467 3.3712
H 2.2913 3.7311 0.9601
H 0.6708 0.3331 1.8898
H -1.1840 -1.4170 1.8503
H -2.5431 -1.5184 -0.0185
H -1.8499 -3.1378 -2.6389
H -3.0238 -3.0995 -1.2253
H -3.2908 -3.7368 -4.2265
H -5.1560 -5.1309 -3.1978
H -5.8443 -2.7219 -2.7726
H -4.1359 -0.7153 -4.2262
H -5.2236 -0.4981 -2.9619
H 0.0080 1.0112 -2.3124
H 4.6780 1.5633 3.7778
*
```

***

This record from OMol25 describes a structure of composition C18H17F5GeO3OsS2 at a distorted geometry. The level of theory is wB97M-V/def2-TZVPD.

Properties
* HOMO energy: -15.122 eV
* orbital gap: 5.7 eV
* strongest force on any atom: 0.0315 hartree/bohr
* energy above the lowest of the compared OMol25 structures with the same formula, charge and spin: 0.0 kcal/mol

```
! RIJCOSX wB97M-V def2-TZVPD def2/J DEFGRID3
* xyz 2 1
Os -1.7059 0.2388 -0.0929
C -1.9117 -3.6758 -1.9292
O -1.6844 -2.1983 -1.9639
C -1.7954 -1.5737 -0.8804
O -2.0997 -1.8852 0.2650
H -1.6609 -3.9926 -2.9336
H -2.9581 -3.8400 -1.6932
H -1.2377 -4.0899 -1.1851
C -3.2701 4.7447 -1.5792
O -3.8535 3.3943 -1.4035
C -3.1218 2.4105 -1.1012
S -1.4241 2.3947 -0.8360
S -3.7984 0.8396 -0.8796
H -4.1105 5.3558 -1.8838
H -2.5121 4.6901 -2.3561
H -2.8663 5.0612 -0.6214
Ge 0.7474 -0.1237 -0.9094
C 1.3323 -1.9272 -0.7086
C 2.3551 -2.2493 -1.5891
C 2.9674 -3.4982 -1.5211
C 2.5539 -4.4390 -0.5924
C 1.5337 -4.1262 0.2764
C 0.9167 -2.8780 0.2244
C 1.6193 1.1114 0.2259
C 2.1266 0.6207 1.4647
C 2.8974 1.4209 2.2669
C 3.1257 2.7481 1.8902
C 2.6010 3.2707 0.6934
C 1.8317 2.4759 -0.1079
H 0.8001 0.3515 -2.3714
H 2.6950 -1.5471 -2.3438
H 3.7671 -3.7342 -2.2106
H 3.0313 -5.4082 -0.5522
H 1.2105 -4.8488 1.0146
H 0.1343 -2.6612 0.9418
H 1.9417 -0.4136 1.7251
H 3.3243 1.0453 3.1866
H 3.7113 3.3939 2.5318
H 2.8237 4.2948 0.4289
H 1.4371 2.8630 -1.0412
F -0.6187 -0.5967 2.3218
C -1.7023 0.1350 2.0028
F -2.8206 -0.4411 2.4391
C -1.6020 1.5262 2.6989
F -1.6345 1.3381 4.0061
F -0.4651 2.1411 2.3635
F -2.6309 2.2814 2.3189
*
```

***

This record from OMol25 describes a structure of composition C18H17GaN7O3 at a distorted geometry. The level of theory is wB97M-V/def2-TZVPD.

Properties
* HOMO energy: -11.366 eV
* orbital gap: 7.2 eV
* strongest force on any atom: 0.0214 hartree/bohr

```
! RIJCOSX wB97M-V def2-TZVPD def2/J DEFGRID3
* xyz 1 1
Ga 0.3528 0.7013 -1.0199
N -0.9655 -3.6266 1.4810
C -1.1172 -2.7137 0.5166
N -0.6916 -1.4891 0.5690
C -0.0696 -1.0685 1.7381
N 0.1980 0.1802 1.9488
N -0.1980 0.9818 0.9019
C -0.8325 2.0565 1.1409
C -1.3600 2.8011 -0.0171
C -2.0664 3.9792 0.0898
C -2.6345 4.5068 -1.0668
C -2.4875 3.8332 -2.2651
C -1.7424 2.6606 -2.2908
N -1.1874 2.1726 -1.1900
C 0.2871 -2.0514 2.7585
C 1.0723 -1.7371 3.8723
C 1.3377 -2.7017 4.8181
C 0.8207 -3.9917 4.6710
C 0.0481 -4.3230 3.5782
C -0.2106 -3.3453 2.6222
H -1.3601 -4.5460 1.3578
H -1.6432 -3.0494 -0.3708
H -1.0375 2.3653 2.1602
H -2.1762 4.4690 1.0474
H -3.1958 5.4300 -1.0229
H -2.9315 4.2042 -3.1774
H -1.5661 2.0993 -3.1996
H 1.4549 -0.7311 3.9733
H 1.9442 -2.4618 5.6801
H 1.0309 -4.7430 5.4200
H -0.3474 -5.3239 3.4599
N 1.4006 -1.0537 -1.2586
C 0.9710 -1.5567 -2.5948
C 1.0875 -0.3451 -3.5401
O 1.6314 -0.4442 -4.6177
N 0.6109 0.7721 -2.9416
C 1.2572 2.0438 -3.2524
C 2.0049 2.5880 -2.0145
O 2.7405 3.5333 -2.1044
O 1.7543 1.9488 -0.8716
H 2.3586 -0.7095 -1.3314
H 1.3972 -1.7797 -0.5487
H -0.0596 -1.9073 -2.5202
H 1.6048 -2.3639 -2.9516
H 0.5481 2.8128 -3.5672
H 1.9676 1.9236 -4.0695
*
```

***

This record from OMol25 describes the molecule C18H17N3O2S. The level of theory is wB97M-V/def2-TZVPD.

Properties
* HOMO energy: -8.043 eV
* orbital gap: 8.7 eV
* SMILES: COc1ccccc1C(=O)Nc1ccc2c(c1)nc1n2CCSC1
* strongest force on any atom: 0.0151 hartree/bohr
* energy above the lowest of the compared OMol25 structures with the same formula, charge and spin: 29.5 kcal/mol

```
! RIJCOSX wB97M-V def2-TZVPD def2/J DEFGRID3
* xyz 0 1
C -0.7626 2.8417 -4.5023
O 0.2856 1.8981 -4.3588
C 1.4275 2.3943 -3.7719
C 2.4536 2.8792 -4.5753
C 3.6420 3.3073 -4.0135
C 3.8213 3.2505 -2.6415
C 2.8099 2.7610 -1.8355
C 1.6062 2.3368 -2.3875
C 0.5044 1.8536 -1.4892
O -0.5735 2.4047 -1.4157
N 0.8889 0.7676 -0.7649
C 0.1751 0.0286 0.1886
C -1.1391 0.3649 0.5466
C -1.8349 -0.3639 1.4881
C -1.1911 -1.4433 2.0688
C 0.1342 -1.7892 1.7199
C 0.8250 -1.0504 0.7707
N 0.5247 -2.8822 2.4491
C -0.4971 -3.1911 3.1964
N -1.5757 -2.3698 3.0105
C -2.8315 -2.3761 3.7161
C -3.1021 -3.7300 4.3497
S -1.7229 -4.1831 5.4494
C -0.4970 -4.3545 4.1171
H -1.5646 2.3175 -5.0179
H -1.1132 3.1868 -3.5262
H -0.4383 3.7001 -5.1011
H 2.3054 2.9049 -5.6445
H 4.4304 3.6843 -4.6477
H 4.7480 3.5847 -2.2000
H 2.9423 2.7222 -0.7632
H 1.8175 0.4134 -0.9522
H -1.6043 1.2108 0.0705
H -2.8446 -0.0918 1.7556
H 1.8356 -1.3159 0.5019
H -2.8141 -1.6041 4.4971
H -3.6289 -2.1300 3.0054
H -3.2037 -4.5119 3.5958
H -4.0002 -3.6943 4.9622
H -0.7216 -5.2749 3.5697
H 0.4834 -4.4564 4.5794
*
```

***

Which formula does entry 2 have? C18H17F4N3O3

***

Look up the HOMO energy of the fifth one. -8.043 eV

***

Please write out number 1 again, unchanged.
This record from OMol25 describes the molecule C18H17F3N2O4S at a distorted geometry. The level of theory is wB97M-V/def2-TZVPD.

Properties
* HOMO energy: -9.231 eV
* orbital gap: 9.6 eV
* SMILES: O=C(c1cccc(S(=O)(=O)Nc2cccc(C(F)(F)F)c2)c1)N1CCOCC1
* strongest force on any atom: 0.0243 hartree/bohr
* energy above the lowest of the compared OMol25 structures with the same formula, charge and spin: 3.8 kcal/mol

```
! RIJCOSX wB97M-V def2-TZVPD def2/J DEFGRID3
* xyz 0 1
O -3.3019 -2.8989 0.4651
C -3.1187 -1.7740 0.0401
C -1.7593 -1.3430 -0.4298
C -1.1304 -2.0458 -1.4526
C 0.1456 -1.6983 -1.8622
C 0.8156 -0.6483 -1.2507
C 0.1962 0.0236 -0.2166
S 0.9413 1.3979 0.6555
O 1.4574 0.9550 1.9116
O 0.0057 2.4830 0.6328
N 2.1978 1.8963 -0.3540
C 3.5097 1.4609 -0.2838
C 4.5426 2.2409 -0.8061
C 5.8457 1.7842 -0.7859
C 6.1500 0.5452 -0.2470
C 5.1211 -0.2268 0.2732
C 5.4178 -1.5699 0.8791
F 5.5470 -1.5132 2.2157
F 4.4510 -2.4693 0.6306
F 6.5581 -2.1087 0.4174
C 3.8069 0.2159 0.2638
C -1.0743 -0.3138 0.2056
N -4.1053 -0.8554 -0.0383
C -4.0260 0.4791 -0.5876
C -4.4276 1.4907 0.4956
O -5.7098 1.2050 1.0010
C -5.7672 -0.0927 1.5516
C -5.4176 -1.1524 0.5029
H -1.6517 -2.8662 -1.9217
H 0.6232 -2.2457 -2.6601
H 1.8041 -0.3628 -1.5727
H 2.0529 2.8300 -0.7042
H 4.3127 3.2080 -1.2285
H 6.6336 2.3992 -1.1919
H 7.1649 0.1820 -0.2323
H 3.0257 -0.3869 0.6964
H -1.5074 0.2348 1.0273
H -3.0243 0.6933 -0.9564
H -4.7396 0.5527 -1.4186
H -4.4778 2.4978 0.0800
H -3.6857 1.4732 1.3082
H -6.7885 -0.2264 1.9101
H -5.0694 -0.1733 2.3986
H -5.3876 -2.1487 0.9447
H -6.1565 -1.1280 -0.3058
*
```